Computed, not measured: a cluster of 4 separate species, C32H56ClF6N3O9 in total at a distorted geometry, with wB97M-V/def2-TZVPD.

Calculated values
E (eV): -85807.24241
Molar mass (g/mol): 776.3
2S+1: 1
E_HOMO (eV): -8.568
Orbital gap (eV): 8.57
Net charge: 0
Structure (SMILES): O=C1O[C@@](Cl)(c2ccccc2)[C@@H](C(F)(F)F)[C@H]1C[C@@H](O)C(F)(F)F.COCCNCCOC.COCCNCCOC.COCCNCCOC

CARTESIAN COORDINATES (ANGSTROEM)
Cl -0.9780 -3.0631 -2.2565
F 0.5550 0.8724 -6.3885
F 1.6447 1.5233 -0.7663
F 0.2196 1.3296 -4.1855
F -0.4216 -0.7216 -4.9966
F 0.8114 0.1583 0.8355
F -0.6057 1.4853 -0.5035
O 2.3384 -1.5687 -5.4059
O -3.0507 5.7196 -1.2410
O -5.8973 -1.5698 9.8451
O 10.0658 -2.5005 -0.4695
O 3.4537 -1.8571 -0.6563
O 6.6593 -4.0480 -3.0251
O -5.1512 -2.7720 5.5444
O -2.4217 6.3780 -5.6792
O 1.1060 -2.4970 -0.5153
N -0.6872 6.2416 -3.2390
N 7.6665 -1.3269 -1.8285
N -7.5454 -2.3670 7.2955
C -6.4218 -2.2954 5.0972
C -2.4847 -0.8784 0.0531
C -1.3341 -2.9486 1.2996
C -6.9245 -0.8004 9.2291
C -2.4697 -2.9561 2.3758
C -2.4887 7.7953 -5.7129
C -1.3333 -1.9039 0.1233
C -1.0824 5.8790 -5.6506
C -0.1686 -1.9480 -0.9980
C -7.1111 -1.4956 6.2034
C -0.7785 5.2349 -4.2973
C 7.8833 -4.4977 -2.4640
C -5.1107 -4.1820 5.7057
C -7.9783 -1.6418 8.4920
C 9.3107 -1.3871 0.0140
C 5.9146 -3.1646 -2.1921
C 0.5573 0.6428 -0.4871
C 0.5854 0.2689 -5.0857
C 1.6214 -1.1030 -2.3502
C 6.3338 -1.6911 -2.3141
C -4.8183 -1.9096 8.9873
C 2.2879 -1.8548 -1.0765
C -1.8957 4.9051 -1.4144
C 2.5291 -0.1606 -3.2678
C -3.5751 -1.8516 2.2553
C 10.9816 -2.1505 -1.4957
C 2.0768 -0.2782 -4.8303
C 0.3601 -0.5103 -1.5620
C 7.8413 -1.5195 -0.3885
C -3.8084 5.9299 -2.4231
C -0.6537 5.6755 -1.8888
C -3.6107 -0.8060 1.1128
H -1.5742 4.5118 -4.0884
H 0.1717 4.6954 -4.3616
H -2.1191 4.0342 -2.0402
H -4.6301 -1.1454 8.2293
H -6.7789 -2.9780 7.5561
H -0.4981 6.5152 -1.2032
H 10.4565 -1.8901 -2.4171
H -7.0605 -3.1039 4.7259
H 4.8799 -3.2334 -2.5424
H -1.4871 6.8620 -3.3023
H 8.6993 -3.8364 -2.7595
H -6.5001 -0.0085 8.6027
H 9.3730 -1.4206 1.1065
H -0.5304 -3.7606 1.4095
H -2.5063 -0.1144 -0.8101
H -4.4328 -1.7820 3.0364
H -8.3557 -2.3945 9.1923
H 5.9023 -3.5177 -1.1558
H -2.1690 8.2253 -4.7614
H -0.3925 -0.3360 -2.4141
H -6.2236 -1.6218 4.2570
H -3.5288 8.0804 -5.8847
H 1.4496 -2.0129 -3.0458
H 5.5902 -1.0635 -1.8117
H 7.5008 -2.5129 -0.0777
H 2.4853 0.9522 -3.0279
H 1.5802 -2.1828 -5.2321
H 9.7325 -0.4296 -0.3099
H -7.4392 -0.2887 10.0486
H 8.1024 -5.4839 -2.8800
H -8.8294 -1.0035 8.2307
H -4.4020 0.0017 0.9752
H -3.7663 5.0764 -3.1040
H -6.4014 -0.7405 6.5579
H -0.3481 6.6513 -5.9033
H -2.5078 -3.7274 3.2268
H 3.6201 -0.5185 -3.1745
H -4.8499 6.0859 -2.1324
H 7.8368 -4.5867 -1.3761
H -3.9202 -2.0131 9.6005
H 7.2529 -0.7684 0.1475
H -4.0751 -4.4703 5.8991
H 2.7724 0.4629 -5.3818
H 11.6239 -1.3204 -1.1834
H 11.6130 -3.0188 -1.6956
H -5.7176 -4.4963 6.5570
H -7.9830 -0.9825 5.7858
H -4.9998 -2.8779 8.5180
H 8.3487 -1.8914 -2.3232
H -5.4478 -4.6918 4.7969
H -3.4765 6.8387 -2.9274
H -1.0231 5.1044 -6.4219
H 0.2266 5.0298 -1.7972
H 6.3052 -1.4213 -3.3759
H -1.6656 4.5071 -0.4210
H -1.8803 8.1986 -6.5292

Atomic partial charges in e from the Löwdin method, atoms 1 to 99: Cl 0.666; F 0.056; F 0.074; F 0.052; F 0.072; F 0.093; F 0.051; O -0.019; O -0.179; O -0.179; O -0.198; O 0.121; O -0.178; O -0.211; O -0.198; O -0.041; N -0.054; N -0.051; N -0.055; C -0.213; C -0.033; C 0.000; C -0.221; C -0.041; C -0.115; C -0.178; C -0.207; C -0.614; C -0.206; C -0.210; C -0.099; C -0.112; C -0.197; C -0.208; C -0.223; C -0.311; C -0.325; C -0.143; C -0.205; C -0.099; C -0.269; C -0.223; C -0.049; C -0.053; C -0.116; C -0.235; C -0.090; C -0.205; C -0.099; C -0.193; C -0.050; H 0.101; H 0.119; H 0.105; H 0.089; H 0.066; H 0.119; H 0.075; H 0.125; H 0.108; H 0.066; H 0.069; H 0.109; H 0.119; H 0.105; H 0.104; H 0.071; H 0.118; H 0.111; H 0.075; H 0.144; H 0.101; H 0.089; H 0.143; H 0.094; H 0.104; H 0.124; H 0.113; H 0.120; H 0.120; H 0.088; H 0.116; H 0.094; H 0.089; H 0.103; H 0.121; H 0.092; H 0.130; H 0.088; H 0.090; H 0.089; H 0.124; H 0.088; H 0.177; H 0.087; H 0.089; H 0.076; H 0.123; H 0.068